The following is a DFT calculation (ωB97M-V with the def2-TZVPD basis set) of an isolated molecule of C20H22FN3O3.

The geometry in XYZ format:
```
49
C20H22FN3O3 ωB97M-V with the def2-TZVPD basis set
F 6.149 0.997 -0.932
C -0.370 1.152 1.652
H -1.905 -3.920 -0.834
H 2.394 -2.162 0.687
C -0.030 2.526 -0.983
N -1.273 2.025 -0.426
H -0.096 3.613 -1.100
H -0.003 1.550 2.599
H -1.016 3.190 1.239
H 0.225 -2.640 -1.159
H -1.173 -1.686 -1.686
H -1.133 -3.589 0.725
C 5.164 0.169 -0.523
C -1.326 2.166 1.007
H -4.324 0.531 -2.426
H 5.992 -1.517 -1.540
H 2.372 1.205 2.163
C -4.315 0.220 -1.391
C 1.151 2.153 -0.070
C -5.329 -0.860 0.312
C 3.143 -0.159 0.711
H -2.523 -2.631 0.209
C -1.625 -3.139 -0.134
H -4.231 -0.847 2.182
C 0.502 -0.208 -0.324
O -1.883 1.098 -2.387
C 5.194 -1.157 -0.910
C 4.184 -1.991 -0.464
C -2.062 1.239 -1.187
H 1.654 -0.415 2.212
C -0.695 -2.154 -0.817
C -4.266 -0.541 1.145
H -6.177 -1.437 0.655
C 0.815 0.875 0.711
C 3.173 -1.498 0.341
O 1.013 -0.250 -1.412
H -2.341 2.018 1.371
H 4.188 -3.032 -0.748
H 1.365 2.955 0.639
N -3.225 0.152 0.710
C -3.234 0.542 -0.561
N -5.351 -0.471 -0.955
H 2.032 1.986 -0.687
O -0.353 -1.129 0.119
H 4.186 1.722 0.559
H -0.904 0.224 1.847
C 2.017 0.373 1.550
C 4.160 0.680 0.278
H 0.088 2.074 -1.970
```

Computed properties:
Energy relative to the best compared isomer or geometry (same formula, charge and spin) in kJ/mol: 124.8
Charge: 0
SMILES: CCOC(=O)C1(Cc2cccc(F)c2)CCN(C(=O)c2cnccn2)CC1